(1)
51
Properties=species:S:1:pos:R:3:forces:R:3:nbo_charge:R:1 method="wB97M-V/def2-TZVPD" total_energy_ha=-1507.41780 de_lowest_kj_mol=496.2 homo_lumo_gap_ev=6.5 charge=-1 max_force_ev_per_a=8.71
C 0.281 2.762 2.502 -3.42 2.18 0.31 -0.647
C -0.273 1.816 1.477 0.47 -1.32 -0.92 -0.073
C -1.543 2.515 0.769 4.56 1.81 0.90 -0.487
S -0.829 3.257 -0.822 -1.21 1.08 0.59 -0.684
N 0.833 1.478 0.532 -1.45 2.69 -0.55 -0.788
C 1.992 0.798 1.088 -3.59 -2.70 -0.36 -0.049
N 2.138 -0.351 0.177 4.48 0.34 0.86 -0.866
H 1.050 2.388 3.126 1.05 -0.17 0.34 0.199
H -0.636 2.948 3.153 1.27 -0.04 -0.02 0.191
H 0.431 3.794 2.018 0.42 -1.57 0.62 0.227
H -0.569 0.798 1.857 0.14 1.53 0.40 0.201
H -2.322 1.892 0.524 -1.68 -1.52 -0.25 0.167
H -1.796 3.224 1.618 -0.48 -0.31 -1.66 0.191
H 0.977 2.446 -0.045 -0.07 -2.50 1.58 0.416
H 2.726 1.484 1.239 3.09 1.36 -0.57 0.196
H 1.919 0.379 2.179 -0.67 0.65 -1.66 0.132
H 2.473 -0.141 -0.762 0.28 0.49 0.77 0.373
H 1.317 -0.822 0.043 -2.69 -1.01 0.05 0.327
H 1.170 -1.759 -3.262 3.77 -2.56 2.70 0.467
H -0.301 -1.997 -3.583 -1.04 -1.47 0.81 0.492
O 0.446 -1.454 -3.661 -2.29 3.98 -3.73 -0.958
H -0.289 0.911 -1.284 0.99 1.29 1.20 0.521
H -1.179 1.092 -2.530 0.45 -1.06 2.05 0.509
O -0.934 0.441 -1.789 -1.58 -0.40 -2.58 -1.060
H 2.080 -3.298 1.220 -0.24 -0.53 -0.57 0.471
H 0.993 -3.797 0.285 -0.44 0.10 -0.25 0.478
O 1.841 -4.052 0.644 0.60 0.39 0.58 -0.952
H 1.857 -2.075 3.017 0.23 0.11 0.05 0.472
H 0.770 -1.034 2.566 0.54 -2.69 1.33 0.478
O 0.903 -1.992 2.958 -0.84 2.72 -1.29 -0.954
H -1.505 -0.224 -0.028 0.62 -0.16 0.50 0.505
H -0.554 -1.120 0.898 -0.45 0.31 -0.37 0.470
O -1.423 -0.693 0.832 -0.44 -0.80 -0.39 -0.981
H 1.751 0.375 -3.592 0.74 2.78 0.59 0.500
H 1.496 1.579 -2.592 0.71 -0.14 -1.22 0.502
O 2.138 1.309 -3.318 -2.85 -2.26 0.19 -0.941
H -3.715 0.562 -0.190 -1.23 -1.35 1.99 0.481
H -3.761 -0.232 1.236 0.09 0.36 -1.00 0.478
O -4.295 0.024 0.459 1.05 1.01 -1.20 -0.956
H -1.998 -0.910 -3.437 4.24 3.05 -3.61 0.456
H -2.461 -0.996 -2.127 0.36 1.51 3.50 0.472
O -2.593 -1.328 -2.955 -5.03 -4.53 -0.21 -0.926
H -2.903 -0.634 3.259 -0.03 0.41 -1.14 0.473
H -1.743 -1.667 3.237 4.91 -3.33 -4.80 0.470
O -2.330 -1.238 3.690 -4.83 2.91 6.09 -0.941
H -1.487 -2.914 -1.682 -4.65 -1.66 -1.59 0.470
H -0.776 -1.898 -1.092 -0.68 7.78 3.16 0.455
O -0.673 -2.676 -1.425 5.53 -6.58 -1.36 -0.925
H 3.991 -0.391 -2.192 0.73 0.84 0.63 0.442
H 3.250 0.877 -2.357 1.14 0.42 0.21 0.476
O 4.064 0.543 -1.878 -0.60 -1.43 -0.70 -0.972


(2)
51
Properties=species:S:1:pos:R:3:forces:R:3:nbo_charge:R:1 method="wB97M-V/def2-TZVPD" total_energy_ha=-3505.38188 homo_lumo_gap_ev=7.5 charge=-1 max_force_ev_per_a=7.88
C -0.647 1.872 0.789 -0.68 -0.82 0.01 -0.689
C -0.527 0.573 -0.239 -1.07 1.32 -3.67 -0.112
I 0.166 -1.307 0.632 -0.60 1.52 -0.61 0.207
C -0.895 0.642 -1.676 1.06 0.40 4.95 -0.476
I -1.616 2.620 -2.418 0.62 -1.92 0.46 0.179
S -0.864 -0.735 -2.933 -2.12 -0.45 -6.18 2.022
O -0.743 -0.036 -4.343 0.38 -1.29 4.69 -0.970
O -2.280 -1.422 -2.958 5.10 1.56 1.32 -0.928
N 0.465 -1.849 -2.827 -0.25 2.75 0.28 -1.018
S 2.022 -1.077 -2.957 2.43 -2.05 7.21 1.769
O 3.083 -2.175 -2.555 -4.14 3.17 -2.32 -0.891
O 2.261 0.106 -1.990 -1.43 -2.35 -3.47 -0.933
P 2.512 -0.500 -4.968 1.15 0.08 -2.34 0.554
S 4.156 -1.438 -5.505 -0.40 0.44 0.10 -0.594
H -0.088 1.648 1.813 -1.25 0.33 -2.38 0.240
H -0.257 2.873 0.326 -0.63 -2.14 0.66 0.243
H -1.819 1.998 0.986 2.57 -0.25 -0.34 0.256
H 1.447 -0.930 -5.837 0.16 0.58 0.96 0.039
H 2.684 0.945 -5.048 -0.68 -1.10 0.42 0.097
C 4.761 2.865 -6.377 -0.60 -0.43 0.19 0.776
O 3.686 2.367 -6.082 -0.01 0.21 -0.10 -0.674
N 5.405 3.733 -5.576 0.31 0.97 1.16 -0.841
N 5.399 2.589 -7.529 0.27 -0.48 -1.39 -0.840
H 6.291 4.153 -5.801 -0.19 -0.13 0.05 0.382
H 4.959 3.968 -4.698 0.20 -0.12 -0.31 0.413
H 4.949 1.940 -8.161 0.21 0.17 0.29 0.414
H 6.285 2.989 -7.789 -0.19 -0.11 0.10 0.382
C -0.590 -2.730 4.420 -0.01 0.58 0.17 0.773
O -0.810 -1.529 4.434 -0.13 0.29 0.07 -0.688
N 0.248 -3.327 5.287 1.01 -0.19 0.99 -0.842
N -1.167 -3.564 3.536 -0.92 -0.51 -1.11 -0.845
H 0.441 -4.314 5.291 -0.07 0.23 -0.05 0.380
H 0.703 -2.734 5.969 -0.28 -0.16 -0.08 0.424
H -1.805 -3.156 2.866 0.27 -0.14 0.16 0.417
H -0.999 -4.556 3.509 0.00 0.23 0.00 0.384
C -5.180 -0.137 -0.580 0.86 0.31 -0.58 0.762
O -4.930 0.997 -0.203 -0.12 0.34 0.30 -0.690
N -6.214 -0.851 -0.102 -1.65 -0.53 1.07 -0.854
N -4.443 -0.774 -1.508 0.23 0.27 -0.27 -0.831
H -6.436 -1.786 -0.400 0.10 0.22 0.04 0.381
H -6.795 -0.409 0.599 0.25 -0.22 -0.30 0.398
H -3.654 -0.271 -1.894 -0.13 -0.49 -0.02 0.437
H -4.633 -1.707 -1.831 0.24 0.21 0.02 0.389
C -0.471 0.047 8.020 -0.04 -0.55 -0.64 0.767
O -0.245 -1.152 7.970 0.16 -0.23 0.18 -0.683
N -0.893 0.752 6.955 -0.38 0.29 -1.06 -0.846
N -0.318 0.769 9.144 0.35 0.46 1.71 -0.848
H -1.084 1.740 6.977 0.06 -0.22 0.03 0.380
H -1.021 0.246 6.088 0.08 -0.04 0.01 0.442
H -0.002 0.277 9.969 -0.13 0.23 -0.34 0.403
H -0.499 1.757 9.205 0.03 -0.22 -0.05 0.384


(3)
15
Properties=species:S:1:pos:R:3:forces:R:3:nbo_charge:R:1 method="wB97M-V/def2-TZVPD" total_energy_ha=-1947.97040 de_lowest_kj_mol=0.0 multiplicity=2 homo_lumo_gap_ev="5.0 / 5.9" charge=0 max_force_ev_per_a=2.10 s_squared=0.7583
H 0.924 1.584 -2.798 0.29 -0.16 0.24 0.145
C 0.825 1.785 -0.660 1.58 0.13 -1.31 -0.669
C 1.248 1.158 -1.830 -0.58 0.73 1.88 0.201
O 1.924 0.039 -1.860 1.03 -0.21 0.34 -0.891
Cu 3.390 0.308 -0.470 -1.47 -0.08 -1.00 0.864
H 1.017 1.304 0.309 -0.02 0.11 -0.28 0.173
H 0.715 2.873 -0.678 -0.62 -0.44 0.05 0.209
O -3.717 3.261 -0.922 -0.21 0.21 0.24 -0.724
C -2.698 2.412 -1.418 0.59 -0.28 -0.50 -0.146
C -1.924 1.828 -0.290 -0.95 -0.60 0.39 -0.300
H -4.112 3.740 -1.654 0.00 0.02 -0.07 0.464
H -2.015 2.979 -2.084 -0.17 -0.02 0.13 0.160
H -3.125 1.604 -2.042 0.10 0.21 0.21 0.161
H -1.854 0.737 -0.261 0.22 0.48 0.08 0.174
H -1.962 2.348 0.671 0.20 -0.09 -0.41 0.178


(4)
50
Properties=species:S:1:pos:R:3:forces:R:3:nbo_charge:R:1 method="wB97M-V/def2-TZVPD" total_energy_ha=-1451.37889 de_lowest_kj_mol=1650.3 homo_lumo_gap_ev=8.1 charge=0 max_force_ev_per_a=18.71
C 3.114 3.153 -1.981 -2.99 -0.21 -3.98 -0.645
C 2.110 2.021 -1.843 2.08 0.40 0.04 0.171
C 0.891 1.707 -1.181 5.60 7.30 -2.31 0.194
N 0.587 0.531 -1.508 -3.67 -4.85 -1.26 -0.544
C 1.457 0.215 -2.380 -3.13 -12.88 -0.98 0.542
C 1.628 -1.277 -2.894 -0.77 -0.57 0.11 -0.169
C 2.643 -1.850 -3.733 -7.67 -1.89 2.48 -0.269
C 2.020 -3.201 -4.152 4.63 -0.02 -1.76 -0.258
C 0.939 -3.655 -3.524 -1.98 -1.99 1.44 -0.390
S 0.281 -2.406 -2.396 2.20 0.04 -1.78 0.334
H 0.506 -4.828 -3.549 1.18 3.81 -0.02 0.266
H 2.633 -3.895 -4.892 -1.45 1.51 1.61 0.227
H 3.233 -1.143 -4.173 2.16 0.93 -1.46 0.230
O 2.487 0.772 -2.631 3.26 8.50 1.05 -0.376
C 0.153 2.723 -0.468 1.30 -1.48 4.83 -0.289
N 0.875 2.713 0.994 -1.44 2.10 0.57 -0.484
C -0.265 3.119 2.008 -1.07 -4.07 -5.73 -0.218
C -1.144 1.781 2.185 -5.17 2.29 -1.49 -0.415
H -1.922 1.463 1.287 2.22 1.49 1.46 0.177
H -1.900 1.915 2.959 -0.14 0.60 0.28 0.224
C -0.435 0.620 2.543 3.59 -4.07 4.38 -0.363
C -1.026 -0.859 2.863 -1.43 3.39 3.14 0.691
O -1.093 -1.358 4.004 1.83 0.86 -0.60 -0.651
N -1.770 -1.398 1.962 -2.90 0.84 -5.27 -0.479
C -2.461 -0.945 0.416 8.90 2.32 4.58 -0.160
C -2.739 -2.197 -0.021 -1.73 -4.34 -4.05 -0.468
H -1.752 -2.616 -0.330 -1.04 -0.45 0.35 0.229
C -3.547 -2.995 1.042 2.84 7.85 0.64 -0.371
C -2.449 -2.547 2.266 -6.71 -1.84 1.50 -0.195
H -1.784 -3.290 2.534 1.09 -2.06 0.39 0.203
H -3.256 -2.484 3.154 2.19 0.35 -1.22 0.189
H -4.505 -2.349 1.064 1.11 -1.79 0.76 0.202
H -3.568 -3.978 0.940 -0.66 -4.23 -0.59 0.209
H -3.245 -1.886 -0.976 -0.21 -1.28 0.15 0.230
H -2.990 -0.100 0.542 -2.76 2.26 0.45 0.200
H -1.422 -0.663 0.075 -1.47 0.48 -0.71 0.240
C 0.632 0.401 1.606 10.22 4.54 15.00 -0.207
C 1.748 1.516 1.588 -6.66 -2.48 -12.17 -0.196
H 1.996 1.920 2.391 3.00 2.72 7.26 0.177
H 2.455 1.320 0.680 -0.57 0.25 2.48 0.220
H 0.543 -0.019 0.868 -2.31 -7.20 -14.45 0.128
H 1.672 -0.589 2.095 -3.13 1.83 -0.73 0.114
H 0.125 0.868 3.543 -1.10 -0.56 -1.36 0.218
H 0.216 3.407 2.864 0.59 1.14 2.33 0.203
H -0.962 3.794 1.419 1.21 -0.06 1.39 0.209
H -0.863 2.367 -0.302 -0.18 0.41 -0.37 0.211
H 0.284 3.767 -0.690 -0.22 0.03 -0.85 0.236
H 4.130 3.013 -1.786 1.40 -0.77 0.65 0.232
H 2.679 3.856 -1.339 -0.15 1.68 0.88 0.235
H 3.062 3.568 -3.140 0.07 -0.83 2.90 0.208


(5)
82
Properties=species:S:1:pos:R:3:forces:R:3:mulliken_charge:R:1 method="wB97M-V/def2-TZVPD" total_energy_ha=-2230.12604 multiplicity=2 homo_lumo_gap_ev="2.1 / 8.1" charge=-1 max_force_ev_per_a=4.32 s_squared=0.7504
O -0.678 0.505 -0.129 0.14 -1.66 0.60 1.034
H -1.499 0.748 0.304 -1.35 0.61 0.58 -0.157
H -0.866 0.513 -1.070 -0.04 -0.30 -1.93 0.677
H -0.050 1.203 0.072 1.71 1.71 0.24 0.324
P -2.020 -3.175 -0.480 -0.35 -0.98 0.17 1.290
F -1.158 -4.226 0.410 -0.20 -0.04 0.13 -0.393
F -2.560 -4.443 -1.350 -0.08 0.44 0.04 -0.389
F -3.309 -3.251 0.484 0.03 -0.40 0.08 -0.399
F -2.833 -2.146 -1.439 0.20 0.25 0.27 -0.333
F -1.438 -2.009 0.490 -0.04 0.40 -0.72 -0.346
F -0.763 -3.027 -1.494 0.54 0.20 -0.12 -0.381
O -0.154 0.535 2.870 -0.35 0.70 -0.65 -0.421
C 0.528 -0.322 3.398 -2.01 -0.63 -2.42 0.483
N 1.246 -0.019 4.462 1.51 -0.36 2.32 -0.599
C 0.514 -1.746 2.850 0.47 -0.34 0.94 -0.302
H 1.477 -0.754 5.115 0.25 0.10 -0.20 0.253
H 1.135 0.900 4.865 -0.15 -0.06 -0.24 0.333
H -0.399 -2.272 3.130 -0.21 0.28 0.23 0.494
H 1.330 -2.305 3.307 0.16 -0.20 -0.23 0.399
H 0.524 -1.860 1.766 0.24 0.61 0.14 -0.697
O -1.001 0.233 -2.759 -0.24 0.60 -0.72 -0.818
C -1.133 -0.259 -3.899 -1.05 3.32 2.56 0.825
N -0.755 -1.478 -4.049 0.98 -3.38 -1.54 -0.206
C -1.792 0.523 -5.007 -0.28 -0.03 -1.78 -1.662
H -0.835 -2.037 -4.886 -0.17 0.48 -0.03 0.201
H -0.432 -1.991 -3.241 -0.18 0.14 0.36 0.155
H -2.877 0.446 -5.071 -0.11 -0.62 0.64 0.303
H -1.471 0.170 -5.987 0.18 -0.37 -0.08 0.451
H -1.678 1.601 -5.119 0.76 -0.01 1.05 0.387
O 0.880 2.552 -0.100 -0.21 -0.36 -0.66 2.089
C 2.036 3.000 -0.147 -0.90 -0.94 1.61 -4.256
N 2.493 3.726 -1.153 0.07 0.00 -0.45 -0.379
C 2.938 2.750 1.033 0.75 -0.17 0.21 -1.804
H 1.904 3.843 -1.965 -0.23 0.25 0.04 0.905
H 3.171 4.449 -0.961 0.64 0.22 -0.08 0.583
H 2.954 3.611 1.700 0.32 0.55 -0.27 0.900
H 3.935 2.472 0.690 0.14 0.49 0.08 0.256
H 2.642 1.962 1.726 -0.71 -0.27 -0.52 -0.008
C -5.149 2.609 -1.021 0.91 -0.60 -0.08 -1.342
C -3.733 1.979 -1.086 -0.57 0.20 0.44 -0.736
N -2.994 2.097 0.180 0.21 0.35 0.62 1.046
C -3.653 1.446 1.360 0.17 -0.38 -0.94 -0.638
C -4.024 -0.018 1.004 0.21 1.03 0.25 -1.037
C -2.623 3.512 0.399 0.83 -0.12 -0.39 -0.759
C -1.587 3.682 1.494 -0.77 -0.65 0.54 -1.434
H -5.788 1.970 -0.411 -0.30 0.20 -0.15 0.273
H -5.515 2.709 -2.043 -0.33 -0.04 0.13 0.443
H -5.065 3.598 -0.571 -0.24 -0.03 -0.07 0.276
H -3.749 0.926 -1.366 -0.24 0.01 -0.12 0.234
H -3.192 2.509 -1.869 0.37 -0.10 0.16 0.466
H -3.011 1.474 2.240 0.50 -0.04 -0.33 0.394
H -4.534 1.996 1.689 -0.45 0.16 -0.17 0.475
H -4.151 -0.579 1.930 -0.33 -0.10 -0.20 0.347
H -4.919 0.015 0.383 -0.15 -0.44 0.24 0.288
H -3.255 -0.527 0.423 0.04 0.10 0.14 0.124
H -3.468 4.160 0.632 -0.40 -0.03 0.10 0.271
H -2.209 3.893 -0.534 0.03 -0.18 -0.20 0.406
H -1.125 4.669 1.516 -0.09 -0.09 -0.11 0.528
H -0.826 2.902 1.461 0.06 0.28 -0.06 0.045
H -2.175 3.520 2.397 0.47 0.23 0.57 0.443
C 2.520 -0.453 -1.459 -0.10 0.51 -0.80 -0.611
C 2.313 -1.801 -0.847 1.75 0.19 1.03 -0.001
N 3.602 -2.197 -0.168 -0.77 1.51 -1.45 0.278
C 3.648 -3.595 -0.109 0.19 -1.61 1.11 -0.708
C 2.759 -4.145 0.991 -0.34 -0.92 1.01 -0.755
C 4.090 -1.366 0.945 -0.08 -0.18 -0.62 0.939
C 5.633 -1.457 1.218 -1.95 -0.28 0.09 -1.640
H 1.784 -0.411 -2.261 -0.20 0.98 0.11 0.234
H 3.499 -0.284 -1.908 0.16 -0.75 -0.27 0.388
H 2.518 0.382 -0.758 -0.93 -0.02 0.02 -0.404
H 1.411 -1.823 -0.235 0.02 0.22 0.61 -0.331
H 2.058 -2.562 -1.584 0.51 0.02 -0.27 0.428
H 3.429 -4.034 -1.083 -0.13 0.12 -0.10 0.418
H 4.641 -3.962 0.148 0.40 0.15 -0.08 0.376
H 3.139 -3.712 1.916 -0.14 -0.01 0.26 0.215
H 1.679 -4.001 0.990 -0.01 0.60 -0.59 0.039
H 2.823 -5.224 1.131 0.41 -0.23 -0.19 0.463
H 3.503 -1.551 1.844 0.17 -0.28 0.58 -0.095
H 3.836 -0.328 0.731 0.14 -0.01 -0.36 -0.303
H 6.186 -1.305 0.291 0.07 -0.03 0.18 0.356
H 5.818 -2.433 1.667 0.42 -0.05 -0.18 0.339
H 5.849 -0.700 1.972 0.29 0.05 -0.14 0.475


(6)
19
Properties=species:S:1:pos:R:3:forces:R:3:nbo_charge:R:1 method="wB97M-V/def2-TZVPD" total_energy_ha=-323.59705 de_lowest_kj_mol=213.2 homo_lumo_gap_ev=10.4 charge=+1 max_force_ev_per_a=1.74
C -1.170 -1.513 0.032 1.49 0.08 0.13 0.235
C -2.596 -1.168 -0.009 -0.39 0.11 -0.03 -0.685
C 3.405 -0.428 0.105 0.28 -0.06 0.16 -0.675
C 1.991 -0.343 -0.296 -0.50 0.29 -0.75 0.188
N 1.078 -0.762 0.469 0.24 -1.28 1.16 -0.272
N -0.880 1.945 0.194 -0.01 0.15 0.09 -1.046
N -0.256 -0.621 0.216 -1.33 0.68 -0.76 -0.297
H -0.890 -2.556 -0.088 0.23 0.02 0.10 0.223
H -3.032 -1.458 -0.966 0.07 0.01 -0.05 0.267
H -2.777 -0.112 0.169 -0.04 0.00 0.01 0.229
H -3.126 -1.758 0.743 0.05 0.04 0.04 0.270
H 3.517 -0.925 1.065 -0.02 -0.02 0.00 0.250
H 3.969 -0.960 -0.661 0.03 -0.03 -0.01 0.253
H 3.832 0.574 0.166 -0.01 0.04 -0.03 0.251
H 1.783 0.084 -1.283 -0.17 0.01 0.03 0.176
H -1.662 2.146 -0.420 0.03 0.14 0.00 0.399
H -1.095 2.321 1.112 -0.02 0.09 -0.02 0.405
H -0.068 2.443 -0.157 -0.08 0.11 -0.01 0.400
H -0.584 0.449 0.271 0.15 -0.37 -0.06 0.429